{"formula": "C23H36P2Pd", "method": "the ωB97M-V functional and the def2-TZVPD basis", "total_energy_ha": -1708.28025, "e_above_lowest_kj_mol": 0.0, "orbital_gap_ev": [3.83, 6.39], "homo_energy_ev": [-3.7, -6.3], "s2": 2.03, "multiplicity": 3, "symbols": ["P", "P", "C", "C", "H", "H", "H", "H", "C", "H", "H", "H", "C", "H", "H", "H", "C", "H", "H", "H", "C", "H", "H", "H", "Pd", "C", "C", "C", "C", "C", "C", "C", "C", "C", "H", "H", "H", "H", "H", "H", "H", "H", "H", "H", "H", "H", "H", "H", "H", "C", "C", "C", "C", "C", "C", "C", "C", "H", "H", "H", "H", "H"], "coordinates": [[0.48338, -3.15983, -0.95397], [0.09205, 2.80823, 1.07617], [1.39817, 1.39405, -1.18711], [1.48763, 2.01486, 0.19108], [1.60501, 2.11444, -1.99209], [2.17277, 0.60782, -1.26062], [1.77143, 1.22476, 0.90290], [2.28009, 2.78412, 0.20046], [-1.20254, 3.16530, -0.10337], [-2.12543, 3.39122, 0.44418], [-1.37246, 2.28755, -0.74886], [-0.93137, 4.02359, -0.72713], [0.59882, 4.28043, 1.96001], [-0.04917, 5.12806, 1.70316], [1.63549, 4.53976, 1.71710], [0.51303, 4.08683, 3.03576], [0.00665, -4.87536, -0.91262], [0.26546, -5.28136, 0.07550], [0.56256, -5.44111, -1.67519], [-1.06931, -4.99392, -1.08728], [2.24649, -3.01444, -0.68285], [2.60998, -1.99917, -0.86481], [2.78326, -3.71542, -1.32698], [2.43629, -3.27379, 0.36503], [-0.31267, 0.36704, -1.94396], [0.18525, 0.65686, -3.89249], [-1.15964, 1.03762, -3.66896], [-2.35066, 0.17332, -4.01352], [-2.03494, -1.28742, -3.64589], [-1.20783, -1.38386, -2.36495], [-0.04394, -2.33612, -2.55980], [1.10266, -1.73887, -3.41047], [0.71192, -0.64840, -4.45438], [-0.29516, -2.23917, 0.37850], [0.89941, 1.48736, -3.92555], [-1.33831, 2.11606, -3.57123], [-2.65466, 0.26057, -5.07311], [-3.21054, 0.51426, -3.41973], [-2.95089, -1.87093, -3.49246], [-1.48825, -1.77648, -4.45771], [-1.83503, -1.69585, -1.51387], [-0.40522, -3.24289, -3.08727], [1.57474, -2.57056, -3.96287], [1.86933, -1.31596, -2.73814], [1.67055, -0.37786, -4.92645], [0.07302, -1.02572, -5.26212], [-0.35370, -1.16247, 0.13952], [0.30908, -2.32893, 1.29066], [-1.30557, -2.62131, 0.57025], [-0.50254, 1.56342, 2.16342], [-0.42744, 1.11951, 3.31657], [-0.42550, 0.92926, 4.71434], [-1.45640, 1.52345, 5.47219], [-1.25138, 1.77332, 6.82805], [-0.07276, 1.32490, 7.44199], [0.87952, 0.59551, 6.72133], [0.68825, 0.35333, 5.36290], [-2.35957, 1.85648, 4.96163], [-2.01077, 2.31340, 7.38906], [0.09504, 1.54839, 8.49740], [1.77755, 0.21530, 7.21203], [1.41877, -0.20316, 4.77660]], "forces_ev_per_a": [[-0.52, 2.53, -0.85], [-0.60, -2.78, 0.48], [-0.39, 0.24, -0.26], [1.15, 0.47, 0.40], [0.22, 0.10, 0.39], [-0.04, 0.30, 0.07], [0.03, 0.35, -0.02], [0.01, -0.10, 0.30], [-0.50, 0.46, -0.09], [0.15, -0.01, -0.12], [0.21, 0.22, 0.29], [-0.02, -0.10, 0.03], [0.23, 0.95, 0.02], [0.16, -0.12, 0.07], [-0.16, 0.01, 0.08], [0.04, -0.03, -0.27], [0.15, -0.61, 0.09], [-0.14, 0.04, -0.23], [-0.20, 0.21, 0.18], [0.24, 0.14, 0.04], [0.35, -0.45, 0.20], [-0.26, -0.11, 0.03], [0.04, 0.12, 0.03], [0.09, 0.01, -0.18], [1.08, 0.44, 2.95], [-0.41, 0.97, -0.63], [0.12, 0.08, -1.54], [-0.19, -0.34, 0.01], [-0.49, -0.37, -0.06], [-1.04, -0.61, 0.44], [-0.02, -1.26, -0.10], [0.34, -0.35, -0.06], [0.72, 0.06, -0.17], [-0.04, -0.31, 0.77], [-0.15, -0.33, -0.09], [-0.02, -0.34, -0.08], [0.14, 0.03, 0.24], [0.16, -0.05, -0.09], [-0.11, 0.14, -0.34], [-0.32, 0.05, 0.01], [-0.02, -0.10, -0.34], [0.02, 0.06, -0.20], [0.05, 0.28, 0.14], [-0.28, 0.04, -0.42], [-0.26, -0.25, -0.04], [0.19, -0.08, 0.27], [0.08, -0.28, -0.19], [-0.20, -0.11, -0.12], [0.23, 0.13, -0.01], [0.06, 0.51, -2.54], [-0.25, -0.16, 2.44], [0.30, 0.21, -2.11], [-0.33, 0.58, 1.10], [-0.03, -0.51, -0.87], [0.04, 0.29, 0.69], [-0.20, -0.31, -0.65], [0.54, -0.02, 0.96], [0.25, 0.03, 0.15], [0.15, -0.14, 0.00], [-0.02, -0.12, -0.29], [-0.28, 0.10, -0.07], [-0.09, 0.21, 0.16]]}

{"formula": "C2H3O3S", "method": "the ωB97M-V functional and the def2-TZVPD basis", "total_energy_ha": -701.81865, "e_above_lowest_kj_mol": 462.5, "orbital_gap_ev": 7.77, "total_charge": -1, "homo_energy_ev": -3.6, "multiplicity": 1, "symbols": ["C", "C", "O", "O", "O", "S", "H", "H", "H"], "coordinates": [[-1.68312, -0.20642, -0.13430], [0.74104, -0.07847, -0.01163], [-0.50661, 0.50430, 2.25873], [-0.40168, -1.82224, 1.71695], [-0.31570, 0.51797, -0.85473], [-0.58275, -0.45123, 1.19044], [-2.19599, 0.62769, 0.33194], [1.10833, -1.00176, -0.44084], [1.40076, 0.63832, 0.31565]], "forces_ev_per_a": [[1.83, 0.50, -0.59], [-4.61, -0.96, -1.02], [-0.63, 1.70, 0.90], [-0.78, 0.62, -0.69], [-0.59, -0.77, 0.86], [3.15, -3.26, 0.42], [-0.62, 0.80, -0.48], [0.47, -0.06, -0.07], [1.79, 1.43, 0.67]]}